Below is a single C2H6BNO2 molecule, with properties calculated with ωB97M-V/def2-TZVPD.

Total charge: 0
Highest occupied orbital energy: -9.411 eV
Frontier orbital gap: 0.3537 hartree
Strongest force on any atom: 3.72 eV/A
Energy relative to the best compared isomer or geometry (same formula, charge and spin): 1.94 kcal/mol

Bonds (Å) are listed after each position.
Positions of all 12 atoms, in Å:
1 H 3.25 -0.46 0.21  N2 0.984
2 N 2.58 0.25 0.29  H1 0.984, C3 1.287
3 C 1.45 -0.11 -0.22  N2 1.287, C4 1.463, H8 1.079
4 C 0.25 0.69 0.01  C3 1.463, B5 1.609, H9 1.065, H10 1.092
5 B -1.21 0.04 -0.15  C4 1.609, O6 1.299, O7 1.374
6 O -2.31 0.71 0.01  B5 1.299, H11 0.954
7 O -1.23 -1.33 -0.05  B5 1.374, H12 0.958
8 H 1.50 -0.87 -0.99  C3 1.079
9 H 0.31 0.99 1.03  C4 1.065
10 H 0.53 1.64 -0.45  C4 1.092
11 H -3.16 0.38 0.27  O6 0.954
12 H -1.96 -1.95 0.02  O7 0.958

Partial charges, natural (NBO), in e: atom 1 (H): 0.3312, atom 2 (N): -0.6477, atom 3 (C): 0.1722, atom 4 (C): -0.8474, atom 5 (B): 1.1111, atom 6 (O): -0.8918, atom 7 (O): -0.9228, atom 8 (H): 0.1545, atom 9 (H): 0.2649, atom 10 (H): 0.2675, atom 11 (H): 0.5067, atom 12 (H): 0.5018